Run i
ORCA calculation (ωB97M-V with the def2-TZVPD basis set) on an isolated molecule of C4H8N2S.

For the HOMO-LUMO gap, the calculation gives 7.169 eV. The value obtained for the highest occupied orbital energy is -7.8 eV. The SMILES is C/N=C/C=[N+](/C)[S-].

Cartesian coordinates (Å):
C: 0.533 -0.466 -0.297
C: -0.867 -0.028 -0.229
C: 2.940 -0.613 -0.032
C: -2.536 1.518 0.043
N: 1.703 0.099 0.063
N: -1.172 1.192 -0.051
S: 1.896 1.692 0.471
H: 0.642 -1.596 -0.463
H: -1.516 -0.991 -0.304
H: 2.935 -1.089 0.920
H: 2.982 -1.444 -0.669
H: 3.888 -0.033 -0.022
H: -3.309 0.805 0.456
H: -2.697 2.474 0.672
H: -2.975 1.922 -0.983


Run ii
ORCA calculation (ωB97M-V with the def2-TZVPD basis set) on an isolated molecule of C4H8N2S.

For the HOMO-LUMO gap, the calculation gives 9.291 eV. The value obtained for the highest occupied orbital energy is -8.5 eV. The SMILES is S/N=C\[C@@H]1CCN1.

Cartesian coordinates (Å):
C: 1.337 1.310 -0.187
C: -0.044 0.699 -0.363
C: -0.942 0.279 0.938
C: -1.384 -0.991 0.061
H: 1.360 -1.423 -0.069
H: 1.431 2.415 -0.151
H: -0.544 1.458 -1.056
H: -0.508 -0.017 1.940
H: -1.939 0.855 1.207
H: -1.128 -1.955 0.507
H: -2.367 -0.973 -0.455
H: -0.176 -0.752 -1.808
N: 2.440 0.729 0.073
N: -0.204 -0.699 -0.807
S: 2.667 -0.934 0.173


Run iii
ORCA calculation (ωB97M-V with the def2-TZVPD basis set) on an isolated molecule of C4H8N2S.

For the HOMO-LUMO gap, the calculation gives 9.708 eV. The value obtained for the highest occupied orbital energy is -8.9 eV. The SMILES is [H]/N=C\NSC1CC1.

Cartesian coordinates (Å):
C: 2.067 0.170 -0.457
C: -1.384 0.658 -0.229
C: -1.409 -0.783 -0.687
C: -1.616 -0.446 0.763
H: 3.057 -0.743 0.918
H: 1.853 0.397 -1.487
H: 1.561 1.113 1.370
H: -2.287 1.222 -0.479
H: -2.267 -1.063 -1.359
H: -0.516 -1.277 -1.089
H: -2.567 -0.678 1.217
H: -0.769 -0.733 1.375
N: 3.018 -0.586 -0.095
N: 1.262 0.937 0.424
S: -0.004 1.814 -0.184


Top of the stability list: run iii, leading by 114.8 kJ/mol.


Run i
ORCA calculation (ωB97M-V with the def2-TZVPD basis set) on a structure of composition C25H22BBrIrN10.

For the HOMO-LUMO gap (spin up / spin down), the calculation gives 7.829 / 4.290 eV. The value obtained for the highest occupied orbital energy (spin up / spin down) is -14.1 / -14.1 eV. The expectation value of S² is 0.7797. The total charge is +2. As for the multiplicity: 2.

Cartesian coordinates (Å):
Ir: -0.286 -0.731 0.488
C: -4.134 -2.324 -0.430
C: -3.320 -1.565 0.395
N: -2.081 -1.523 -0.111
N: -2.088 -2.236 -1.258
C: -3.316 -2.729 -1.466
B: -0.830 -2.396 -2.157
N: -0.252 -0.952 -2.406
C: 0.191 -0.401 -3.536
C: 0.710 0.853 -3.248
C: 0.560 0.995 -1.884
N: -0.027 -0.105 -1.375
N: 0.249 -3.130 -1.332
C: 0.976 -4.243 -1.504
C: 1.775 -4.421 -0.389
C: 1.470 -3.354 0.443
N: 0.549 -2.575 -0.133
N: -1.204 -3.058 -3.434
C: -1.956 -2.544 -4.457
C: -2.355 -3.585 -5.244
C: -1.819 -4.729 -4.612
N: -1.149 -4.416 -3.524
H: -5.177 -2.549 -0.292
H: -3.572 -1.062 1.310
H: -3.521 -3.339 -2.331
H: 0.121 -0.935 -4.468
H: 1.138 1.561 -3.935
H: 0.900 1.794 -1.250
H: 0.840 -4.840 -2.389
H: 2.462 -5.227 -0.204
H: 1.858 -3.116 1.421
H: -2.171 -1.490 -4.533
H: -2.941 -3.539 -6.145
H: -1.899 -5.762 -4.912
C: 5.171 0.446 0.023
C: 3.971 0.210 0.894
C: 4.049 0.228 2.285
C: 2.942 -0.090 3.064
C: 1.777 -0.347 2.392
Br: 0.235 -1.131 3.142
N: 1.640 -0.273 1.072
C: 2.731 -0.061 0.326
H: 6.013 0.808 0.608
H: 4.956 1.178 -0.755
H: 5.474 -0.481 -0.466
H: 4.996 0.439 2.767
H: 2.998 -0.173 4.140
H: 2.596 -0.109 -0.746
N: -4.309 5.079 2.792
C: -3.670 4.188 2.438
C: -2.878 3.088 2.002
C: -2.956 1.846 2.664
C: -2.184 0.807 2.232
C: -1.287 0.901 1.108
C: -1.266 2.178 0.469
C: -2.015 3.237 0.893
H: -3.627 1.733 3.505
H: -2.271 -0.131 2.753
H: -0.645 2.336 -0.394
H: -1.967 4.193 0.389


Run ii
ORCA calculation (ωB97M-V with the def2-TZVPD basis set) on a structure of composition C25H22BBrIrN10.

For the HOMO-LUMO gap (spin up / spin down), the calculation gives 6.298 / 5.365 eV. The value obtained for the highest occupied orbital energy (spin up / spin down) is -14.6 / -14.6 eV. The expectation value of S² is 0.7582. The total charge is +2. As for the multiplicity: 2.

Cartesian coordinates (Å):
Ir: -0.222 -0.767 0.440
C: -1.522 2.235 3.184
C: -1.235 0.906 2.918
N: -0.735 0.789 1.679
N: -0.696 2.037 1.143
C: -1.167 2.917 2.037
B: -0.117 2.315 -0.262
N: 1.321 1.621 -0.252
C: 2.592 2.030 -0.317
C: 3.447 0.948 -0.161
C: 2.622 -0.143 0.003
N: 1.344 0.277 -0.065
N: -0.966 1.481 -1.281
C: -1.512 1.801 -2.452
C: -2.185 0.691 -2.953
C: -1.994 -0.300 -2.015
N: -1.274 0.196 -0.988
N: -0.164 3.755 -0.622
C: 0.733 4.778 -0.727
C: 0.034 5.932 -0.944
C: -1.317 5.530 -0.951
N: -1.441 4.236 -0.750
H: -1.930 2.643 4.092
H: -1.357 0.053 3.560
H: -1.215 3.964 1.788
H: 2.836 3.061 -0.487
H: 4.523 0.960 -0.180
H: 2.850 -1.187 0.148
H: -1.423 2.802 -2.841
H: -2.760 0.634 -3.861
H: -2.353 -1.317 -1.992
H: 1.794 4.640 -0.652
H: 0.436 6.920 -1.085
H: -2.199 6.135 -1.090
C: 1.401 -1.689 -4.617
C: 0.940 -2.407 -3.381
C: 0.675 -3.774 -3.353
C: 0.262 -4.356 -2.175
C: 0.108 -3.583 -1.034
Br: -0.353 -4.501 0.527
N: 0.321 -2.253 -1.032
C: 0.735 -1.712 -2.209
H: 1.634 -2.394 -5.412
H: 2.295 -1.098 -4.419
H: 0.625 -1.015 -4.984
H: 0.795 -4.377 -4.244
H: 0.065 -5.416 -2.111
H: 0.900 -0.645 -2.211
N: -0.651 -4.539 6.779
C: -0.574 -3.949 5.797
C: -0.476 -3.215 4.566
C: -1.612 -3.043 3.774
C: -1.533 -2.309 2.602
C: -0.297 -1.804 2.218
C: 0.832 -1.917 3.019
C: 0.744 -2.658 4.189
H: -2.554 -3.474 4.083
H: -2.427 -2.182 2.000
H: 1.782 -1.475 2.747
H: 1.615 -2.788 4.818


Top of the stability list: run i, leading by 125.1 kJ/mol.


Run i
ORCA calculation (ωB97M-V with the def2-TZVPD basis set) on a cluster of 2 separate species, C8H12NO2 in total.

For the HOMO-LUMO gap, the calculation gives 9.382 eV. The value obtained for the highest occupied orbital energy is -12.8 eV. The total charge is +1.

Cartesian coordinates (Å):
C: -2.380 0.194 1.916
C: -1.673 -1.002 1.982
C: -2.102 1.095 0.939
C: -0.609 -1.182 1.118
C: -1.087 0.927 0.028
C: -0.368 -0.244 0.138
C: -0.887 1.865 -1.160
C: 1.389 -0.573 -0.926
N: 2.593 -0.345 0.022
O: 1.609 -1.934 -1.170
O: 1.660 0.117 -2.112
H: -3.048 0.303 2.691
H: -1.768 -1.713 2.689
H: -2.590 1.983 0.872
H: -0.108 -2.103 1.340
H: -0.950 3.011 -0.849
H: 0.137 1.582 -1.590
H: -1.572 1.749 -1.951
H: 3.444 -0.699 -0.403
H: 2.591 -0.929 0.815
H: 2.628 0.622 0.352
H: 1.148 -2.303 -1.871
H: 1.944 -0.420 -2.870


Run ii
ORCA calculation (ωB97M-V with the def2-TZVPD basis set) on a cluster of 2 separate species, C8H12NO2 in total.

For the HOMO-LUMO gap (spin up / spin down), the calculation gives 8.464 / 8.466 eV. The value obtained for the highest occupied orbital energy (spin up / spin down) is -13.2 / -13.2 eV. The total charge is +1.

Cartesian coordinates (Å):
C: 3.590 0.185 1.106
C: 2.885 -0.388 0.126
C: -0.637 0.652 0.744
C: 0.503 -1.429 -0.371
C: 1.518 -0.643 0.465
C: 0.272 0.065 -0.177
C: 0.260 0.946 -1.478
C: -3.826 0.414 0.306
N: -2.696 -0.405 0.109
O: -1.156 1.466 1.406
O: -2.603 -1.352 -0.693
H: 4.694 0.297 1.200
H: 3.171 0.292 2.094
H: 3.240 -0.680 -0.841
H: 0.912 -1.794 -1.315
H: -0.201 -2.178 0.110
H: 1.393 -0.576 1.538
H: 0.863 1.882 -1.373
H: -0.813 1.188 -1.667
H: 0.625 0.140 -2.193
H: -4.571 0.034 -0.347
H: -3.377 1.348 -0.049
H: -4.044 0.536 1.301


Top of the stability list: run i, leading by 336.0 kJ/mol.


Run i
ORCA calculation (ωB97M-V with the def2-TZVPD basis set) on a cluster of 2 separate species, C5H10O4 in total.

For the HOMO-LUMO gap, the calculation gives 10.017 eV. The value obtained for the highest occupied orbital energy is -9.6 eV. The SMILES is O=CCCCC(=O)O.O.

Cartesian coordinates (Å):
O: 3.451 -1.269 0.041
C: 2.502 -0.563 -0.140
O: 2.548 0.756 0.073
C: 1.232 -0.852 -0.872
C: -0.137 -0.511 -0.156
C: -0.285 0.782 0.680
C: -1.540 1.517 0.270
O: -1.917 2.417 1.111
H: 3.509 0.991 0.323
H: 1.145 -0.152 -1.797
H: 1.367 -1.942 -1.374
H: -0.921 -0.514 -0.953
H: -0.353 -1.371 0.362
H: -0.236 0.674 1.774
H: 0.616 1.490 0.848
H: -2.078 1.383 -0.677
H: -3.376 -0.432 -0.286
H: -2.902 -1.582 0.584
O: -2.624 -0.824 0.188


Run ii
ORCA calculation (ωB97M-V with the def2-TZVPD basis set) on a cluster of 2 separate species, C5H10O4 in total.

For the HOMO-LUMO gap, the calculation gives 10.969 eV. The value obtained for the highest occupied orbital energy is -10.4 eV. The SMILES is C[C@]1(C(=O)CO)CO1.O.

Cartesian coordinates (Å):
C: 1.964 0.332 0.132
C: 0.549 -0.145 0.335
C: 0.349 -1.347 1.183
O: 0.021 -1.447 -0.189
C: -0.479 0.943 0.533
O: -0.172 2.029 0.977
C: -1.930 0.638 0.247
O: -2.752 1.715 0.577
H: 2.277 0.957 0.977
H: 2.643 -0.524 0.032
H: 2.037 0.953 -0.770
H: 1.244 -1.897 1.489
H: -0.504 -1.395 1.866
H: -2.005 0.381 -0.825
H: -2.233 -0.268 0.799
H: -2.181 2.425 0.906
O: 0.161 -0.792 -2.866
H: -0.085 -1.651 -2.356
H: 1.098 -0.907 -3.047


Top of the stability list: run ii, leading by 46.5 kJ/mol.